Formula: C6H19O2PSSm
Source: the Open Molecules 2025 dataset
Level of theory: ωB97M-V/def2-TZVPD

The geometry in ORCA input format:
```
! wB97M-V def2-TZVPD RIJCOSX def2/J DEFGRID3
* xyz 1 6
Sm -0.495 1.081 0.277
H 0.993 3.105 0.504
H 0.995 3.112 -0.274
P -0.304 -0.317 -2.330
C 0.952 -1.294 -3.264
H 0.664 -1.432 -4.319
H 1.940 -0.784 -3.274
H 1.079 -2.309 -2.829
C -1.786 -1.245 -2.849
H -2.675 -0.744 -2.448
H -1.882 -1.308 -3.939
H -1.748 -2.273 -2.470
C -0.441 1.126 -3.452
H 0.512 1.684 -3.481
H -0.681 0.799 -4.463
H -1.260 1.770 -3.085
C 1.191 -0.481 -0.045
O 2.356 -0.802 -0.219
H -2.430 0.838 -0.549
H 0.212 -0.919 0.620
C 0.376 1.197 4.911
S 0.840 0.390 3.403
C 0.367 -1.280 3.788
O -0.385 0.895 2.522
H 1.231 1.042 5.597
H -0.570 0.807 5.315
H 0.238 2.257 4.682
H -0.507 -1.282 4.465
H 0.050 -1.855 2.893
H 1.167 -1.779 4.309
*
```

For the highest occupied orbital energy (spin up / spin down), the calculation gives -11.1 / -11.0 eV. The value obtained for the total energy is -48642.39996 eV. The value obtained for the orbital gap (spin up / spin down) is 7.6 / 7.9 eV.

Atomic partial charges in e from the Löwdin method, atoms 1 to 8:
1 Sm 1.0803
2 H 0.0646
3 H 0.0778
4 P 0.7167
5 C -0.2661
6 H 0.0551
7 H 0.0560
8 H 0.0600

Formula: C6H20AgKN10O8
Source: the Open Molecules 2025 dataset
Level of theory: ωB97M-V/def2-TZVPD

The geometry in ORCA input format:
```
! wB97M-V def2-TZVPD RIJCOSX def2/J DEFGRID3
* xyz 1 2
Ag -3.537 -1.442 -2.066
K -3.230 2.257 -3.277
C -1.489 -0.312 -0.564
O -1.640 -1.567 -0.559
O -0.661 0.330 0.089
O -2.326 0.303 -1.297
C -0.917 -4.691 0.979
O -0.679 -5.829 1.351
N -0.845 -4.279 -0.292
N -1.146 -3.662 1.842
H -0.248 -4.869 -0.853
H -1.097 -3.345 -0.575
H -1.181 -2.732 1.470
H -0.866 -3.847 2.791
C -2.604 3.236 1.622
O -2.804 4.269 2.245
N -3.162 2.934 0.405
N -2.002 2.183 2.160
H -3.698 3.623 -0.092
H -3.028 1.988 0.095
H -1.438 1.577 1.590
H -1.749 2.301 3.129
C 2.612 -0.499 -2.092
O 3.290 -1.122 -2.902
N 3.177 0.539 -1.411
N 1.321 -0.726 -1.816
H 2.775 0.750 -0.514
H 4.108 0.772 -1.713
H 0.909 -1.592 -2.122
H 0.743 -0.106 -1.277
C 2.340 -1.248 1.910
O 3.110 -1.452 2.831
N 1.751 -2.259 1.209
N 1.936 -0.016 1.569
H 1.044 -1.895 0.595
H 1.932 -3.219 1.444
H 1.100 0.192 1.042
H 2.401 0.706 2.096
C 1.023 3.261 -1.339
O 1.771 4.123 -1.754
N 0.178 2.527 -2.093
N 0.880 2.919 -0.029
H -0.188 1.732 -1.609
H 0.292 2.689 -3.083
H 1.507 3.367 0.621
H 0.334 2.129 0.242
*
```

For the highest occupied orbital energy (spin up / spin down), the calculation gives -11.9 / -11.9 eV. The value obtained for the total energy is -58147.72080 eV. The value obtained for the orbital gap (spin up / spin down) is 6.8 / 3.2 eV. The value obtained for the energy relative to the best compared isomer or geometry (same formula, charge and spin) is 0.895 eV.

Atomic partial charges in e from the Löwdin method, atoms 1 to 8:
1 Ag 0.8430
2 K 0.8832
3 C -0.9824
4 O -0.1386
5 O -0.0889
6 O -0.2388
7 C -0.6842
8 O 0.0719

Formula: C6H20ClLiN4O4
Source: the Open Molecules 2025 dataset
Level of theory: ωB97M-V/def2-TZVPD

The geometry in ORCA input format:
```
! wB97M-V def2-TZVPD RIJCOSX def2/J DEFGRID3
* xyz 0 1
Li -1.110 -0.764 -2.644
Cl 0.133 1.196 -2.487
C 2.390 -1.044 2.367
C 2.217 -0.215 1.122
O 1.117 -0.698 0.342
H 2.511 -2.178 2.112
H 1.507 -0.902 2.959
H 3.262 -0.661 2.930
H 3.089 -0.064 0.461
H 1.998 0.758 1.481
H 0.829 -0.021 -0.243
C -0.785 3.511 2.027
C -0.760 3.115 0.571
O -1.330 1.860 0.264
H -0.391 4.542 1.964
H -0.096 2.863 2.581
H -1.782 3.634 2.390
H 0.282 3.147 0.171
H -1.195 3.876 0.032
H -1.044 1.638 -0.645
C -2.918 -0.649 -0.143
O -2.578 -0.795 -1.306
N -4.031 -0.001 0.171
N -2.186 -1.105 0.898
H -4.446 0.635 -0.509
H -4.288 0.117 1.175
H -1.342 -1.607 0.667
H -1.920 -0.274 1.383
C 1.255 -2.395 -2.679
O 0.134 -2.175 -3.170
N 1.517 -3.636 -2.271
N 2.150 -1.386 -2.718
H 0.893 -4.383 -2.474
H 2.457 -4.004 -2.020
H 2.865 -1.483 -2.040
H 1.597 -0.454 -2.719
*
```

For the highest occupied orbital energy, the calculation gives -9.5 eV. The value obtained for the total energy is -33428.99207 eV. The value obtained for the orbital gap is 10.1 eV.

Atomic partial charges in e from the Löwdin method, atoms 1 to 8:
1 Li 0.5978
2 Cl -0.1288
3 C -0.0910
4 C -0.3228
5 O -0.1027
6 H 0.1095
7 H 0.0595
8 H 0.0804

Formula: C6H20IO4
Source: the Open Molecules 2025 dataset
Level of theory: ωB97M-V/def2-TZVPD

The geometry in ORCA input format:
```
! wB97M-V def2-TZVPD RIJCOSX def2/J DEFGRID3
* xyz -1 1
I -1.682 0.654 0.399
C -2.118 6.069 3.456
O -3.087 5.930 2.426
H -1.653 5.166 3.853
H -1.322 6.551 2.888
H -2.211 6.787 4.271
H -2.723 5.197 1.924
C -3.949 1.254 6.259
O -4.347 0.135 5.560
H -4.083 2.109 5.596
H -4.556 1.449 7.144
H -2.902 1.046 6.482
H -3.747 0.072 4.813
C 5.012 0.716 0.045
O 4.070 1.032 1.058
H 4.805 0.924 -1.004
H 5.952 1.257 0.155
H 5.235 -0.329 0.264
H 3.224 0.919 0.618
C -0.372 -3.878 -4.525
C 1.087 -4.142 -4.240
C 1.860 -4.222 -5.581
O 1.576 -3.000 -3.625
H -0.563 -2.943 -5.053
H -0.993 -3.736 -3.641
H -0.917 -4.505 -5.230
H 1.224 -5.056 -3.663
H 1.700 -3.285 -6.115
H 1.411 -4.963 -6.242
H 2.940 -4.347 -5.504
H 1.128 -2.861 -2.788
*
```

For the highest occupied orbital energy, the calculation gives -3.7 eV. The value obtained for the total energy is -22836.87737 eV. The value obtained for the orbital gap is 6.5 eV. The value obtained for the energy relative to the best compared isomer or geometry (same formula, charge and spin) is 3.835 eV.

Atomic partial charges in e from the Löwdin method, atoms 1 to 8:
1 I -0.9860
2 C -0.1821
3 O -0.1174
4 H 0.0778
5 H 0.0668
6 H 0.0710
7 H 0.0791
8 C -0.1976